36
Properties=species:S:1:pos:R:3:mulliken_charge:R:1 method="wB97M-V/def2-TZVPD" homo_lumo_gap_ha=0.1949 relative_energy_ev=0.000 charge=-1 homo_ev=-3.93 multiplicity=1 molar_mass_g_mol=695.83
Mg 0.54237 -0.41254 0.35938 0.7518
Br -5.83957 -2.01399 2.51116 -0.1850
C -4.11863 -1.50294 1.91883 -0.0123
C -3.23935 -0.89720 2.79436 -0.8700
C -1.99580 -0.54557 2.29810 0.0313
N -1.62457 -0.76579 1.04007 0.3504
C -2.48081 -1.35259 0.20033 0.7027
C -3.75263 -1.73708 0.60836 -0.6664
C -1.98583 -1.55740 -1.18543 0.4620
C -2.68212 -2.31002 -2.11833 -0.7475
C -2.12298 -2.46492 -3.37364 0.0716
Br -3.03556 -3.49277 -4.67423 -0.1952
C -0.90903 -1.88687 -3.67448 -0.8439
C -0.28506 -1.15226 -2.67767 -0.3339
N -0.81015 -0.98932 -1.46451 -0.1891
H -3.50019 -0.70223 3.82381 0.4474
H -1.25818 -0.06695 2.92887 0.1462
H -4.44881 -2.20112 -0.07278 0.4071
H -3.62106 -2.78707 -1.88363 0.3806
H -0.43865 -2.00999 -4.63828 0.4368
H 0.68416 -0.69095 -2.83473 0.7069
S 2.96606 -2.69864 -2.45852 -0.3440
C 2.36672 -1.83547 -1.17488 0.1448
S 2.42916 -0.08356 -1.13162 -0.4745
S 1.56935 -2.60195 0.17406 -0.4820
Cl 1.33994 -0.95883 3.87884 -0.1744
C 1.28939 0.71826 3.38559 1.1592
C 0.85186 0.99974 2.09987 -2.1105
C 0.77703 2.34920 1.79199 1.3510
Cl 0.15841 2.76785 0.20382 -0.2435
C 1.13622 3.37546 2.65839 -0.4179
Cl 1.01529 5.03338 2.19957 -0.2084
C 1.59213 3.03493 3.93158 0.6729
Cl 2.04466 4.27245 5.04598 -0.2065
C 1.66413 1.69422 4.30682 -0.3072
Cl 2.19634 1.27572 5.89425 -0.2108

15
Properties=species:S:1:pos:R:3:mulliken_charge:R:1 method="wB97M-V/def2-TZVPD" homo_lumo_gap_ha=0.3200 relative_energy_ev=5.982 charge=0 homo_ev=-7.97 multiplicity=1 molar_mass_g_mol=100.12
C -0.61613 -1.64774 0.67361 -1.2939
C -0.31044 -0.53522 -0.30033 0.9321
O -0.88993 -0.82599 -1.54052 -0.5438
C -0.87315 1.50500 0.64170 -0.7090
O -0.22962 2.35692 -0.15277 -0.3095
C 1.06857 -0.11274 -0.39328 -0.5598
C 2.15337 0.41799 -0.49284 -0.2862
H -1.70056 -1.76345 0.76270 0.3722
H -0.19784 -1.42696 1.65930 0.3168
H -0.19345 -2.58897 0.30784 0.3725
H -0.70097 -0.08885 -2.13817 0.3553
H -0.26005 1.20738 1.51154 0.2277
H -1.15750 0.43856 0.08502 0.4427
H 0.74264 2.32042 -0.01804 0.2635
H 3.16506 0.74364 -0.60574 0.4195

350
Properties=species:S:1:pos:R:3:mulliken_charge:R:1 method="wB97M-V/def2-TZVPD" homo_lumo_gap_ha=0.3451 charge=0 homo_ev=-8.95 multiplicity=1 molar_mass_g_mol=2132.00
C 1.92862 2.38722 -7.51273 -0.4956
O 2.43668 2.86098 -6.27242 -0.2974
C 3.10200 1.85822 -5.50169 0.2731
C 3.74694 2.44288 -4.28117 -0.3784
O 3.21541 1.79658 -3.15099 0.8320
C 3.21585 2.61189 -2.01044 -1.2753
C 2.05668 3.51795 -1.81298 1.5150
O 0.84491 2.86127 -1.68820 0.3512
C -0.26117 3.71893 -1.62026 0.2135
H 1.07450 1.66918 -7.40199 -0.0767
H 2.71704 1.83645 -8.18367 0.2729
H 1.68928 3.31438 -8.02382 0.2883
H 3.84811 1.38380 -6.19784 0.4662
H 2.40238 1.10399 -5.08355 -0.1758
H 3.53259 3.49640 -4.28778 -0.4283
H 4.81099 2.25063 -4.32164 0.2914
H 4.17566 3.25457 -2.08157 0.2839
H 3.29949 1.90140 -1.11473 -0.4300
H 2.07741 4.33292 -2.58248 -0.7233
H 2.24934 4.06843 -0.85829 -0.1562
H -0.25352 4.47648 -2.46255 -0.4121
H -0.23929 4.38568 -0.73032 -0.1904
H -1.15660 3.15787 -1.61614 0.1428
C -2.46560 -4.31490 -4.26594 -0.7887
O -1.78490 -5.52289 -4.28174 0.1373
C -2.03966 -6.26340 -5.42775 -0.7391
C -1.03982 -7.39768 -5.60893 -0.6759
O 0.22028 -6.91918 -5.99086 -0.3014
C 1.33010 -7.55459 -5.36658 0.0238
C 2.51926 -6.78864 -5.88885 0.6050
O 3.67042 -7.54277 -5.57389 -0.4806
C 4.95218 -6.81950 -5.58325 -0.5211
H -2.19837 -3.81189 -3.36732 0.0156
H -3.54878 -4.41559 -4.14976 0.4419
H -2.20944 -3.73402 -5.17600 0.2067
H -2.09531 -5.55731 -6.27657 0.3924
H -3.05507 -6.69136 -5.48471 0.3571
H -1.46700 -8.11209 -6.30101 0.4726
H -1.06011 -8.02467 -4.69058 0.2385
H 1.42907 -8.63679 -5.57909 0.4810
H 1.22891 -7.50206 -4.27020 -0.2479
H 2.68032 -5.81529 -5.39820 -0.7437
H 2.38416 -6.67077 -6.98887 0.5020
H 4.75861 -5.77712 -5.14567 0.1038
H 5.40724 -6.77543 -6.57387 0.2933
H 5.56066 -7.36334 -4.92680 0.2919
C 0.36935 8.98729 -3.22887 -0.3415
O 1.66833 8.52996 -3.42661 -0.4523
C 1.79743 7.26058 -4.10250 0.5981
C 3.23647 6.92578 -4.06677 -1.3244
O 3.61526 6.62562 -2.72662 0.0543
C 4.34110 7.72965 -2.10173 -0.7738
C 4.47934 7.51566 -0.61301 0.0721
O 5.59674 6.58242 -0.33246 -0.4201
C 5.79700 6.06849 0.98892 -0.6025
H -0.27407 8.34921 -2.61893 -0.1006
H -0.04587 9.23703 -4.19779 0.4618
H 0.43084 9.93044 -2.71132 0.2756
H 1.41812 7.24661 -5.10568 0.5793
H 1.28664 6.38717 -3.62778 -0.4994
H 3.83408 7.74107 -4.44455 0.5374
H 3.48336 6.08373 -4.70478 0.3605
H 3.76711 8.62877 -2.23405 0.4047
H 5.27843 7.83513 -2.60615 0.3427
H 3.53050 7.09943 -0.24419 -0.3423
H 4.66714 8.41814 -0.10086 0.5829
H 6.79126 5.58012 0.82188 0.2857
H 4.95371 5.30166 1.25094 0.1175
H 5.86809 6.81004 1.81588 0.3245
C -2.65231 3.97958 1.25439 -0.5388
O -3.20022 4.03175 -0.02853 1.3360
C -4.28346 4.89487 -0.20480 -1.6426
C -3.85216 6.29513 -0.62358 1.2752
O -3.77355 6.31170 -1.99353 -0.5326
C -2.89383 7.29639 -2.50230 1.5136
C -3.01682 7.18495 -4.01278 -0.0067
O -4.04105 7.93172 -4.62609 -0.4528
C -3.88315 9.31012 -4.69118 -0.7029
H -3.42348 4.03788 2.06317 0.5426
H -1.87972 4.72308 1.35891 -0.8314
H -2.21673 2.99555 1.20857 0.0441
H -4.86651 4.88629 0.70365 0.6090
H -4.97057 4.50031 -0.99608 0.2978
H -2.89726 6.60216 -0.26022 -1.1024
H -4.63725 7.00546 -0.29249 0.2752
H -1.86230 7.11821 -2.17998 -0.7758
H -3.16121 8.28488 -2.05449 -0.0966
H -3.33155 6.08247 -4.11721 -0.3689
H -2.02575 7.43852 -4.43088 0.3592
H -4.19686 9.78879 -3.77411 0.1553
H -4.61098 9.56480 -5.43615 0.3496
H -2.91166 9.66472 -4.98840 0.3213
C -3.28724 3.54992 -4.02476 0.0695
O -2.91918 2.95450 -5.24498 -0.5688
C -1.80303 2.09430 -5.19206 0.8235
C -1.66981 1.39656 -6.53253 -1.0448
O -0.76744 0.33437 -6.22105 0.4609
C -0.85314 -0.71003 -7.11975 -1.1155
C -0.03194 -1.93377 -6.53234 0.9915
O -0.55181 -2.99613 -7.28916 -0.4731
C 0.30062 -4.10473 -7.14427 -0.4050
H -3.64989 2.80864 -3.36490 0.0674
H -4.12881 4.30311 -4.13856 0.3713
H -2.36502 3.97301 -3.64809 -0.0522
H -1.86080 1.28916 -4.41510 -0.4050
H -0.92586 2.75911 -5.11456 0.1405
H -1.14008 2.05528 -7.24019 0.2647
H -2.60749 0.96456 -7.00214 0.3130
H -0.39125 -0.54518 -8.07902 0.1482
H -1.91934 -1.08212 -7.28257 0.2483
H -0.23651 -1.93997 -5.41289 -0.3363
H 1.03118 -1.67245 -6.59983 -0.0521
H 0.12750 -4.97749 -7.76232 0.5699
H 0.11020 -4.56307 -6.15542 -0.1081
H 1.41069 -3.96800 -7.27706 0.1319
C -2.90917 11.75501 -2.46704 -0.8372
O -2.67632 10.83971 -1.36628 -0.1027
C -3.19374 11.32796 -0.15708 -0.8797
C -3.04584 10.25609 0.93204 0.1916
O -1.75574 10.18636 1.53963 -0.5036
C -1.00609 9.26875 0.84223 -0.1237
C -1.17193 7.91963 1.49767 -1.1866
O -0.63528 6.93147 0.62546 0.4257
C 0.77945 6.62821 0.73276 -0.5927
H -2.22272 12.54842 -2.39499 0.3463
H -3.95504 12.12771 -2.57236 0.3669
H -2.73131 11.13277 -3.34559 0.0806
H -4.28927 11.54561 -0.35487 0.4530
H -2.87814 12.30865 0.19872 0.4324
H -3.26998 9.22638 0.47264 -0.1908
H -3.84976 10.47263 1.65107 0.3683
H 0.07935 9.60033 0.92577 0.2911
H -1.31977 9.17013 -0.17436 0.2745
H -2.20322 7.65985 1.61168 0.4114
H -0.71043 7.90499 2.49211 0.3812
H 1.24458 6.42961 -0.24610 -0.0600
H 0.95809 5.80149 1.38842 -0.1646
H 1.26684 7.58760 1.09624 0.4663
C 0.19949 -5.41960 1.57513 -0.8230
O 0.63708 -5.06119 0.31164 1.0529
C -0.26087 -5.01985 -0.72644 -0.0404
C 0.40916 -5.05624 -2.04629 0.5292
O 1.02315 -3.89087 -2.49624 0.5420
C 2.34579 -3.96171 -2.94599 1.9301
C 2.44436 -2.96984 -4.05464 1.5508
O 3.67275 -3.10344 -4.69203 -0.4149
C 3.63948 -2.17299 -5.88879 -0.8719
H -0.45821 -6.26772 1.52129 0.3305
H -0.41410 -4.62554 2.02375 -0.2181
H 1.05682 -5.61492 2.23035 0.0114
H -0.83214 -4.11153 -0.65017 -0.3296
H -1.01440 -5.81106 -0.68981 -0.8108
H -0.28959 -5.46180 -2.72678 -0.2034
H 1.12125 -5.91297 -1.89366 -0.7081
H 2.59357 -4.99792 -3.18201 -0.4536
H 3.04592 -3.73462 -2.11154 -0.6892
H 2.27689 -1.93381 -3.65727 -0.1196
H 1.62339 -3.10109 -4.75242 -1.1160
H 3.08146 -2.61520 -6.65101 0.2777
H 4.67996 -2.06376 -6.31402 0.2480
H 3.33462 -1.21165 -5.55237 0.2879
C 6.07209 -5.90268 -0.07541 -0.3473
O 5.41263 -7.00423 -0.60756 -0.5420
C 4.30954 -6.65809 -1.42190 0.4844
C 3.83110 -7.92899 -2.17976 -0.0124
O 2.99060 -8.65136 -1.29917 -0.2729
C 2.47258 -9.73563 -2.11205 -0.1722
C 1.32546 -10.26705 -1.34541 -0.9068
O 0.25313 -9.28237 -1.38460 -0.3631
C 0.14927 -8.58804 -0.19155 0.0505
H 6.91420 -6.22038 0.51882 0.3650
H 5.29777 -5.24789 0.46270 0.0834
H 6.42110 -5.29248 -0.89740 0.1578
H 4.58853 -5.77591 -2.06237 0.2147
H 3.44044 -6.41284 -0.77269 -0.2980
H 4.68857 -8.57862 -2.52467 0.5208
H 3.23793 -7.60207 -3.02720 -0.4618
H 3.30169 -10.40591 -2.22612 0.4050
H 2.07056 -9.53179 -3.11899 0.0455
H 1.54164 -10.49434 -0.35671 0.4400
H 0.84131 -11.13943 -1.78579 0.4347
H -0.67437 -7.86943 -0.43136 -0.6017
H 1.08286 -8.10580 0.08775 0.3192
H -0.22085 -9.25664 0.60897 0.4677
C -5.93406 -6.51625 5.82059 -0.9187
O -4.55070 -6.24238 5.54086 -0.2173
C -4.35957 -4.91317 5.26257 -0.9214
C -2.99757 -4.80274 4.67671 1.8786
O -2.01217 -4.84566 5.67711 -0.5072
C -0.65925 -4.52394 5.21103 0.8425
C 0.18414 -4.38782 6.39306 -0.8111
O 1.47944 -4.13242 5.84642 0.0442
C 2.35129 -3.53487 6.80681 -0.6685
H -5.96314 -7.57130 6.08080 0.3033
H -6.70874 -6.27178 5.03642 0.2864
H -6.28572 -5.95428 6.71190 0.3496
H -4.44485 -4.24593 6.16828 0.3645
H -5.05469 -4.47105 4.53585 0.3634
H -2.91890 -3.86251 4.18827 -0.4385
H -2.94049 -5.65575 3.90519 -0.6972
H -0.66210 -3.62772 4.59310 -0.4550
H -0.31145 -5.42892 4.73640 0.0970
H 0.11898 -5.32396 7.00221 0.2453
H -0.26393 -3.61623 7.07308 0.2649
H 2.92610 -2.74408 6.33165 0.0510
H 3.04622 -4.30325 7.20620 0.2579
H 1.84692 -3.14093 7.67953 0.4020
C -2.48827 0.54662 4.22952 -0.1034
O -2.08458 -0.19874 5.42528 0.3684
C -3.13077 -0.26588 6.37012 -0.7874
C -2.90781 0.76339 7.54361 -0.6431
O -2.67921 2.09111 6.97820 -0.3523
C -1.54868 2.69725 7.48798 -0.7253
C -0.21128 2.12642 6.98933 0.9429
O 0.22371 1.05042 7.87434 -0.5008
C 1.30165 0.29059 7.35343 -0.1388
H -3.21381 -0.04654 3.56733 0.1008
H -1.65524 0.87476 3.66491 -0.4953
H -3.06030 1.49247 4.48374 0.3656
H -3.27628 -1.23484 6.83058 0.3293
H -4.12353 -0.00285 5.95285 0.3125
H -2.03130 0.45364 8.11216 0.3022
H -3.68441 0.74874 8.28273 0.5071
H -1.50453 2.78659 8.58142 0.3247
H -1.61378 3.75045 7.11417 0.0942
H 0.46756 3.00356 6.93172 0.6127
H -0.20911 1.82460 5.93405 -0.9220
H 2.24660 0.86681 7.32254 0.2710
H 1.20089 -0.07400 6.37989 -0.2528
H 1.34666 -0.53249 8.05047 0.3413
C 0.72129 -1.40209 -0.98857 -1.0705
O 2.10613 -1.41596 -0.74432 1.5740
C 2.56651 -2.31668 0.21690 1.3346
C 1.94904 -2.25869 1.61301 0.5994
O 2.24506 -1.06897 2.22058 0.0185
C 1.38443 -0.74739 3.30180 -0.1594
C 1.18372 0.75804 3.25611 -0.0168
O 0.34886 1.07771 2.14416 1.3571
C 1.07506 1.69451 1.09909 -0.1177
H 0.20703 -0.66788 -0.39767 0.4066
H 0.35613 -2.44026 -0.86898 -0.1877
H 0.58764 -0.99787 -1.99924 0.0242
H 3.66536 -2.01789 0.30664 -0.2425
H 2.52849 -3.44090 -0.10388 -1.2630
H 2.27643 -3.23792 2.16696 -0.6355
H 0.88864 -2.43347 1.56249 -0.6669
H 1.76885 -1.20104 4.19792 0.6767
H 0.40046 -1.05894 3.05317 -0.7448
H 2.10143 1.36554 3.25206 0.3706
H 0.61088 1.07406 4.15152 -0.7323
H 1.97800 1.14055 0.73059 -0.3132
H 1.33834 2.73054 1.36780 -0.2329
H 0.39612 1.75415 0.18773 -0.3452
C -5.76691 -2.84551 -2.08034 -0.4278
O -4.51116 -2.98248 -2.77312 -0.0040
C -4.13339 -1.78700 -3.42862 -1.0456
C -3.38571 -0.86560 -2.36043 1.2895
O -4.27375 -0.10505 -1.58655 -0.5175
C -3.64148 0.52590 -0.50163 1.4649
C -4.74822 0.91002 0.45193 -0.9009
O -5.22755 -0.22281 1.14325 0.2104
C -6.46115 -0.01171 1.85584 -0.9490
H -6.10319 -3.86598 -1.77975 0.2070
H -6.50362 -2.34987 -2.73908 0.3225
H -5.57165 -2.25070 -1.12865 -0.0688
H -4.88725 -1.32869 -3.96831 0.7630
H -3.36681 -2.00717 -4.15486 -0.1220
H -2.76490 -0.21947 -2.89872 -0.1568
H -2.74673 -1.45130 -1.72063 -0.4392
H -3.11769 1.38950 -0.92764 -0.2065
H -3.00575 -0.11609 0.03994 -0.6029
H -5.54692 1.37539 -0.16220 0.4048
H -4.31456 1.67535 1.09251 0.2192
H -6.82750 -1.02900 2.12761 0.2245
H -7.14391 0.46694 1.14095 0.3141
H -6.38634 0.66332 2.70640 0.2663
C -3.30066 -8.23949 2.94860 0.0174
O -3.83086 -9.17090 1.96419 -0.4988
C -3.98965 -8.51469 0.71595 0.1384
C -5.14309 -7.46032 0.63993 -0.5417
O -4.77580 -6.23960 1.22918 -0.2476
C -4.15405 -5.34989 0.28599 -0.5726
C -4.03358 -3.97045 0.85004 0.8586
O -2.86049 -3.78293 1.53961 0.9404
C -2.44884 -2.44979 1.59084 0.4877
H -2.75491 -7.46905 2.45187 -0.2745
H -2.61556 -8.76167 3.65478 0.3604
H -4.10671 -7.86019 3.55864 0.1028
H -4.17494 -9.33372 0.01910 0.4621
H -3.10701 -7.94241 0.36181 -0.2348
H -6.03266 -7.74709 1.21341 0.3402
H -5.38180 -7.35589 -0.44197 0.3131
H -4.78716 -5.33281 -0.58738 0.0649
H -3.21305 -5.85199 -0.01980 0.0169
H -4.89927 -3.79057 1.44101 0.3416
H -4.05305 -3.29301 0.00617 -0.9783
H -3.27650 -1.75741 1.64517 0.4155
H -1.86512 -2.27057 0.67318 -0.5343
H -1.78372 -2.35939 2.48092 -1.0858
C 3.39243 4.35619 5.33425 -0.9406
O 2.01928 4.39263 5.28231 -0.2104
C 1.60418 4.34016 3.90736 -0.8135
C 0.10319 4.33590 3.83997 2.5658
O -0.38657 5.65011 4.20985 -0.5549
C -1.84701 5.60122 4.39711 1.2320
C -2.36952 6.63635 5.40823 -1.0668
O -2.15776 6.10257 6.67336 -0.1188
C -2.95625 6.75910 7.62475 -0.9610
H 3.84536 3.49378 4.83536 0.1911
H 3.68469 4.35748 6.40177 0.3576
H 3.88390 5.19716 4.92809 0.3777
H 1.98644 3.51751 3.39907 0.2727
H 2.06350 5.23996 3.42858 0.4095
H -0.30119 3.59232 4.50329 -0.7114
H -0.25135 4.08653 2.82167 -0.7720
H -2.19452 4.61487 4.76506 -0.1486
H -2.24475 5.76691 3.37724 -0.6122
H -3.51361 6.64802 5.23846 0.3803
H -2.00719 7.64745 5.37341 0.4519
H -2.96833 7.85277 7.52821 0.3462
H -2.53028 6.50126 8.60920 0.2467
H -3.95143 6.31948 7.65439 0.3570
C 4.06266 -5.69209 3.73054 -0.1497
O 4.82734 -4.90306 4.65072 -0.3092
C 5.88652 -4.14121 4.06815 -0.8111
C 5.55177 -3.02641 3.18922 0.7410
O 5.24088 -1.84312 3.94057 -0.3724
C 5.31187 -0.55382 3.20874 0.3592
C 5.35788 0.55380 4.22511 -0.6116
O 5.39254 1.80906 3.58152 0.0489
C 6.39802 2.69625 4.05852 -0.8157
H 3.54655 -5.16692 2.97742 -0.2500
H 3.48699 -6.33830 4.40240 0.3133
H 4.73243 -6.47573 3.30368 0.3714
H 6.63424 -4.76045 3.58562 0.3657
H 6.37482 -3.60710 4.92545 0.2091
H 4.65318 -3.28371 2.51943 -0.6465
H 6.43593 -2.82177 2.55729 0.3800
H 4.50682 -0.46448 2.46921 -0.3984
H 6.29909 -0.57326 2.72943 0.4592
H 6.26562 0.48706 4.90345 0.5464
H 4.48305 0.51191 4.90685 -0.1500
H 7.40183 2.33261 3.74777 0.3369
H 6.33635 2.86285 5.12018 0.3692
H 6.11144 3.64810 3.57536 0.0779
C 5.12456 -1.07616 -2.17580 1.8504
Cl 5.82693 -2.72628 -2.06664 -0.0728
Cl 5.75347 -0.24845 -3.63142 -0.1094
Cl 5.50391 -0.13998 -0.69476 -0.0697
H 4.04874 -1.14538 -2.15596 -1.7611